[1]
230
Properties=species:S:1:pos:R:3:forces:R:3 method="wB97M-V/def2-TZVPD" orbital_gap_ev=7.990 max_force_ev_per_a=3.6 mol_weight_g_mol=1866.698 charge=0 total_energy_ev=-322604.8430
O -0.00862 -4.44500 7.60209 -0.552 0.188 0.728
S 0.68623 -4.51134 6.37011 1.089 1.767 -1.248
O 0.55047 -5.63684 5.51543 -0.175 -0.418 -0.312
O 0.31109 -3.24103 5.40702 -0.042 -0.076 1.131
C 0.09733 -1.92188 6.04246 -0.636 -0.131 0.521
C -0.28227 -0.98496 4.95643 -0.600 -0.580 -2.219
C 2.42740 -4.21071 6.58719 0.180 -1.376 -0.719
H 0.96876 -1.51203 6.52471 0.632 -0.521 0.483
H -0.73739 -2.03296 6.73178 0.323 -0.082 0.374
H -1.36065 -1.13322 4.71190 0.749 0.460 0.023
H 0.29705 -1.37227 4.10952 -0.285 0.245 -0.396
H -0.02915 0.07975 4.98847 -0.102 -0.574 0.768
H 2.83194 -5.21335 6.83215 -0.055 0.562 -0.295
H 2.71725 -3.54671 7.36196 -0.325 0.726 0.823
H 2.81916 -3.83857 5.63249 -0.040 -0.365 0.062
O 10.34756 -1.31055 2.37732 -0.491 -0.239 -2.126
S 9.82237 -1.11438 1.02512 -1.613 2.123 2.107
O 9.44462 -2.15212 0.12642 0.756 -0.400 0.011
O 8.41601 -0.26824 1.14766 1.753 0.317 1.032
C 8.41253 0.79681 2.25003 0.228 -0.175 -2.253
C 7.79905 2.05176 1.58736 -0.434 -1.591 0.767
C 10.86247 0.10058 0.20110 -0.140 0.144 -0.189
H 9.44350 1.01483 2.52315 0.020 -0.220 0.145
H 7.92469 0.30819 3.07361 -0.502 0.263 0.302
H 8.51497 2.48435 0.91319 0.421 0.494 -0.047
H 7.46673 2.72463 2.37522 0.072 0.305 -0.207
H 6.95558 1.76668 0.95705 -0.169 0.036 0.314
H 11.89427 -0.27965 0.27379 -0.440 0.265 -0.319
H 10.78588 1.13163 0.60616 0.000 -0.924 0.364
H 10.46038 0.18945 -0.81515 0.458 -0.371 0.072
O -3.54256 -1.77311 -2.42111 -0.687 2.348 -1.303
S -4.08235 -0.50914 -2.96302 -1.890 -1.145 1.121
O -3.23558 0.62248 -3.22908 0.353 -0.454 0.197
O -4.89040 -0.72121 -4.34959 0.699 -2.756 0.674
C -5.07494 -2.26008 -4.66818 -0.659 1.434 -0.780
C -5.70703 -2.26789 -6.07620 0.717 0.108 0.364
C -5.50322 0.05736 -1.90166 2.111 0.049 -0.879
H -5.76745 -2.71891 -3.95128 0.385 0.460 0.093
H -4.08316 -2.71677 -4.57377 -0.421 0.154 -0.213
H -6.65732 -1.72691 -6.08468 0.061 -0.197 0.190
H -5.87587 -3.30903 -6.40912 0.140 0.516 0.158
H -5.04954 -1.73810 -6.78345 -0.139 -0.388 0.148
H -5.05975 0.18693 -0.91053 -0.315 0.163 -0.123
H -6.27345 -0.68037 -1.89665 -0.287 -0.666 -0.064
H -5.83404 0.95996 -2.41471 -0.004 0.156 0.387
O -4.52751 -4.91134 -2.85292 -0.426 -0.218 0.795
S -5.17665 -4.87511 -1.56407 -0.673 0.086 -1.318
O -4.40091 -4.67067 -0.38227 -0.104 0.099 0.090
O -6.32614 -3.75969 -1.73552 0.335 0.035 1.492
C -6.87164 -3.33667 -0.37880 0.930 0.446 -0.304
C -8.15257 -2.60218 -0.62462 -0.314 0.764 -1.271
C -6.17857 -6.35808 -1.36550 -0.100 0.371 -0.618
H -6.09114 -2.72027 0.11546 -0.413 -0.661 -0.234
H -7.05544 -4.29077 0.10814 0.068 0.306 0.621
H -8.67205 -2.08752 0.18616 0.553 -0.480 0.527
H -8.82020 -3.35281 -1.02504 -0.570 0.190 -0.361
H -8.01573 -1.77115 -1.36086 -0.035 -0.866 0.288
H -6.90315 -6.27297 -0.54643 0.509 0.041 -0.048
H -5.46618 -7.16973 -1.21439 -0.219 -0.018 0.038
H -6.74824 -6.47829 -2.30355 0.439 -0.038 0.367
O 0.80468 -4.91598 -1.39557 -0.497 1.423 -0.512
S 0.11309 -3.73932 -1.91269 -0.293 -1.772 0.206
O 0.23458 -2.47227 -1.27650 -0.056 0.489 0.658
O 0.58677 -3.42123 -3.38652 0.503 -1.386 -0.385
C 1.09429 -4.59482 -4.19184 -0.340 0.899 0.265
C 0.96670 -4.09676 -5.62373 -1.716 -0.619 1.428
C -1.63445 -4.16320 -2.10823 0.438 0.624 0.307
H 0.48080 -5.46221 -3.90767 0.268 0.214 -0.384
H 2.12483 -4.76519 -3.90657 0.092 -0.032 0.263
H 1.29329 -3.06446 -5.63846 -0.029 0.131 -0.469
H -0.11752 -4.20946 -5.82355 0.503 0.623 -0.388
H 1.46837 -4.73768 -6.30503 0.714 -0.410 -0.621
H -2.20220 -3.64515 -1.32734 0.291 -0.067 -0.137
H -1.79598 -5.23370 -2.00108 0.217 0.081 -0.296
H -1.93821 -3.73805 -3.06348 -0.143 -0.283 0.055
O -4.44009 -0.95484 1.10876 -0.622 1.059 -1.230
S -3.91182 -1.42942 2.32786 2.163 -2.348 1.727
O -3.85885 -0.61143 3.52927 -0.653 -0.672 -1.093
O -4.73314 -2.81922 2.53278 0.728 0.501 3.164
C -4.47736 -3.46258 3.97780 -0.032 -1.253 -2.429
C -5.47147 -4.62434 4.02881 -0.711 1.641 -0.974
C -2.25654 -2.17374 2.09225 -1.225 0.075 0.281
H -4.52847 -2.70710 4.75578 -0.261 0.092 -0.257
H -3.49998 -3.97000 3.94466 0.034 0.901 -0.076
H -5.28828 -5.34351 3.23129 0.549 -0.210 0.355
H -6.44186 -4.21208 3.72447 -0.144 -0.107 0.637
H -5.49707 -5.04148 5.02126 -0.088 -0.359 0.203
H -1.90368 -2.52968 3.07058 -0.188 0.133 -0.362
H -1.57827 -1.43266 1.70003 0.217 0.298 -0.172
H -2.43576 -3.00779 1.40893 0.171 0.158 0.023
O -4.10651 5.28531 -2.32549 -0.741 -0.576 0.064
S -4.90917 4.14611 -1.92951 0.483 -1.316 -0.363
O -6.16412 4.28099 -1.24178 0.863 0.196 -0.143
O -5.32041 3.25021 -3.23365 1.514 0.595 -0.829
C -4.36598 3.26504 -4.47626 -2.152 -0.111 1.155
C -5.24949 2.83084 -5.64228 0.020 -0.227 0.420
C -3.79584 2.95696 -1.09724 -0.522 0.862 -0.602
H -3.58956 2.48989 -4.34775 -0.209 0.891 0.387
H -4.08459 4.30961 -4.51962 0.672 -0.128 -0.168
H -5.90571 2.03460 -5.27664 0.319 -0.222 -0.200
H -4.55722 2.44006 -6.39647 -0.430 0.002 -0.172
H -5.93664 3.56854 -6.06859 0.503 0.229 0.177
H -3.37535 2.36211 -1.89649 0.345 0.156 -0.179
H -4.40866 2.28621 -0.51534 -0.112 0.139 0.500
H -3.01483 3.47789 -0.53304 -0.485 -0.113 -0.067
O 4.34082 0.80006 -2.54213 -0.006 0.453 -0.186
S 5.30692 0.22015 -1.65122 0.665 -1.139 0.811
O 5.12083 0.37899 -0.23584 -0.033 0.023 -0.327
O 5.32311 -1.36147 -1.88540 -0.018 0.260 -1.274
C 5.07878 -1.79167 -3.32075 -0.920 1.563 0.435
C 3.59608 -2.19518 -3.44334 -0.378 -0.227 -0.070
C 6.96924 0.75380 -2.08440 -1.477 1.127 -0.444
H 5.84679 -2.52550 -3.56694 -0.378 -0.182 0.294
H 5.24597 -0.89352 -3.96723 -0.003 -0.783 0.427
H 2.86413 -1.39216 -3.18007 0.975 -0.331 -0.129
H 3.29179 -3.06939 -2.85464 0.502 0.191 0.244
H 3.34749 -2.49047 -4.46955 0.301 0.217 -0.079
H 7.69308 -0.02512 -1.96606 0.289 -0.344 0.441
H 7.10101 1.68046 -1.50411 0.260 -0.453 0.117
H 6.89126 1.07694 -3.12115 0.159 -0.234 -0.204
O -3.84878 3.42635 3.50670 -0.931 0.447 0.403
S -2.57222 3.04167 3.04409 1.908 -0.007 0.214
O -2.42027 2.58592 1.68089 -0.066 -0.068 0.602
O -1.63343 4.34451 3.23649 1.972 -1.211 -0.834
C -0.18190 4.11361 2.68863 -1.518 0.667 -1.251
C 0.59505 5.42255 2.84172 -0.259 -1.053 1.700
C -1.84777 1.86386 4.22269 -0.816 0.620 -1.006
H -0.28129 3.87931 1.61714 -0.323 0.037 0.384
H 0.27563 3.21045 3.11593 -0.212 0.521 0.550
H 1.67749 5.17519 2.77566 -0.639 0.559 -0.613
H 0.47128 5.66181 3.89969 0.079 0.399 0.070
H 0.18795 6.27626 2.27813 0.510 -0.630 -0.169
H -1.10614 1.30036 3.68717 0.714 0.066 -0.193
H -2.63954 1.13642 4.38622 -0.165 0.207 0.422
H -1.49921 2.39814 5.11348 -0.220 -0.302 -0.376
O -0.57691 1.27270 6.84498 -0.443 -0.742 0.164
S 0.51448 1.63948 7.67786 0.885 0.901 1.078
O 1.72995 0.86081 7.77792 -0.945 0.251 -0.438
O 0.81894 3.11768 7.20703 2.098 0.127 0.331
C 2.29604 3.54686 7.19550 -0.677 -0.541 -0.375
C 2.36694 4.57233 6.09258 -0.047 0.184 -0.517
C -0.05505 1.90725 9.34629 0.424 -0.087 0.426
H 2.90668 2.65088 6.95557 -0.462 0.665 0.077
H 2.60946 3.90861 8.17012 -0.473 0.086 0.250
H 1.52239 5.27871 6.02274 0.322 -0.233 0.664
H 2.28524 3.98371 5.18653 0.268 0.105 -0.477
H 3.31519 5.13936 6.08660 -0.400 -0.424 0.073
H -0.94043 2.53618 9.36539 -0.154 -0.226 -0.203
H 0.71317 2.39434 9.96446 0.029 -0.084 -0.568
H -0.20304 0.92417 9.79899 -0.322 0.085 -0.206
C 0.00308 -0.05351 -4.05819 -0.138 0.973 0.965
S 0.09716 0.28615 -5.76519 3.179 -0.057 0.032
O 1.08805 -0.76102 -6.28341 -1.261 0.901 -0.090
C -1.49640 -0.10378 -6.26664 -1.169 -1.624 -0.138
H 0.09667 -1.09946 -3.80844 -0.200 -0.405 -0.243
H -0.94348 0.38423 -3.75026 -0.070 -0.124 0.507
H 0.81560 0.49010 -3.55948 -0.138 -0.100 -0.162
H -1.47125 0.05960 -7.31936 -0.274 0.141 -0.923
H -2.27355 0.50096 -5.80267 0.165 0.052 0.166
H -1.65800 -1.18261 -6.09911 -0.176 0.348 0.056
C -0.94213 6.20677 -3.35491 -0.210 -0.478 0.759
S 0.21539 4.91193 -2.97701 0.197 -0.939 1.091
O -0.49116 3.66655 -2.47317 0.268 1.301 -0.996
C 0.83136 4.69032 -4.62148 -0.311 0.521 -0.740
H -1.36897 6.47663 -2.38993 -0.200 0.181 -0.182
H -1.69432 5.80460 -4.00672 -0.512 -0.004 -0.323
H -0.39788 7.02865 -3.79265 0.117 0.277 -0.109
H 1.26832 5.67585 -4.82146 0.374 -0.298 -0.094
H 0.10776 4.51670 -5.43610 -0.030 -0.232 0.617
H 1.57451 3.91158 -4.57423 0.335 -0.196 -0.190
C -7.26988 0.08469 2.91833 -0.722 -1.023 0.796
S -7.60441 1.38925 1.81034 -1.924 1.022 -1.386
O -8.65158 2.33189 2.36866 0.818 -1.063 -0.015
C -6.09520 2.20218 1.97522 1.025 0.581 -0.543
H -8.20741 0.00370 3.48102 0.262 -0.312 0.054
H -6.45224 0.32984 3.56774 0.354 0.034 0.508
H -7.05263 -0.84584 2.37727 -0.102 0.271 0.099
H -5.88620 2.44146 3.00656 -0.229 0.530 0.197
H -6.15754 3.04632 1.28283 0.221 0.211 0.452
H -5.27943 1.56210 1.66309 0.163 -0.366 -0.284
C 3.72119 3.60541 -0.57198 -1.847 0.156 -0.435
S 5.06624 4.56774 -1.02686 3.352 0.067 -0.022
O 6.35670 3.83328 -0.66178 -1.281 0.621 -0.239
C 4.90134 4.36775 -2.79168 -0.119 -0.405 -0.194
H 2.94798 3.99974 -1.26400 -0.109 -0.355 0.581
H 3.45080 3.88742 0.43966 -0.073 -0.363 0.140
H 3.84658 2.54730 -0.75631 0.174 -0.212 0.184
H 5.79315 4.71257 -3.29884 0.107 0.445 0.124
H 4.01618 4.93010 -3.06613 -0.084 0.131 -0.391
H 4.79621 3.31436 -3.04720 -0.211 -0.153 0.149
C 3.11504 -2.69584 0.88616 -1.011 1.721 -0.162
S 3.15919 -3.98023 2.05251 1.409 -2.221 -0.450
O 3.79146 -3.46871 3.28633 -0.004 0.626 1.060
C 1.48795 -4.36658 2.36220 -1.094 0.351 0.096
H 3.01509 -1.69410 1.36360 0.115 -0.683 -0.106
H 2.25079 -2.81849 0.22613 0.302 -0.125 -0.154
H 4.05706 -2.75160 0.36377 0.184 0.156 -0.327
H 0.97491 -4.56771 1.42290 -0.036 0.346 -0.163
H 1.03232 -3.58922 2.96928 -0.308 0.217 -0.131
H 1.41685 -5.28599 2.91882 0.374 -0.325 0.396
C 3.38888 -0.26582 4.11763 -0.187 -0.315 2.036
S 3.27806 1.48288 4.31465 0.864 1.044 2.315
O 4.56429 1.99304 4.98849 -1.553 -0.790 -1.135
C 3.29258 1.86764 2.62607 0.208 -0.978 -1.235
H 3.36272 -0.64246 5.16813 0.053 0.086 -0.742
H 4.34818 -0.50717 3.70903 0.376 -0.384 -0.605
H 2.50542 -0.64923 3.62083 0.078 -0.067 -0.399
H 4.13521 1.35564 2.13065 -0.219 0.352 0.008
H 3.33585 2.92461 2.49505 0.055 0.768 -0.097
H 2.33910 1.46988 2.24395 0.278 0.234 -0.030
C -0.86200 1.28975 -0.69440 -0.365 -0.331 -0.458
S 0.31780 1.06071 0.57378 1.058 1.557 -0.385
O -0.18869 0.09354 1.55877 -0.221 -1.275 0.890
C 1.64334 0.36445 -0.43359 -0.713 0.256 -0.500
H -0.49899 2.10135 -1.33274 -0.270 -0.267 0.067
H -1.76911 1.55579 -0.18968 -0.333 0.503 0.331
H -1.11391 0.38241 -1.23275 0.411 -0.353 -0.270
H 2.58818 0.46638 0.09758 -0.014 -0.289 -0.089
H 1.64248 1.01729 -1.33043 0.258 -0.340 0.419
H 1.36443 -0.65581 -0.72802 0.317 0.210 0.161
C 3.70540 1.73544 -6.25414 -1.787 0.156 -0.787
S 4.62835 0.79180 -7.39966 1.941 0.598 -0.319
O 5.92412 0.61639 -6.63910 -0.380 -0.338 -0.421
C 3.81347 -0.77581 -7.44739 0.257 -0.505 0.384
H 4.09796 2.73401 -6.30239 0.304 0.472 -0.059
H 3.90115 1.32710 -5.27747 -0.435 -0.295 0.509
H 2.64951 1.76794 -6.63106 0.632 -0.147 0.853
H 3.00243 -0.75580 -8.17924 0.320 -0.145 -0.069
H 3.36794 -1.01013 -6.48541 0.118 -0.149 0.131
H 4.66861 -1.45011 -7.68321 -0.864 0.262 -0.076

***

[2]
61
Properties=species:S:1:pos:R:3:forces:R:3 method="wB97M-V/def2-TZVPD" relative_energy_kj_mol=109.23 orbital_gap_ev="6.392 / 6.448" max_force_ev_per_a=1.9 mol_weight_g_mol=670.762 s2=8.76 multiplicity=6 charge=+1 total_energy_ev=-82624.1203
Sm -1.20317 -0.04591 0.07441 -1.531 -1.080 -0.422
O -0.67760 -3.83341 1.82384 -0.324 0.079 0.602
C -1.36296 -2.73900 1.64360 0.188 -0.526 -1.095
O -1.79170 -2.40273 0.53906 -0.341 -0.036 0.757
C -1.55990 -1.79163 2.76968 -0.120 0.497 0.579
C -1.33136 -1.96417 4.12758 -0.065 -0.044 -0.478
C -1.67503 -0.91529 4.97434 -0.058 0.168 -0.072
C -2.20585 0.26357 4.46048 -0.023 -0.033 -0.223
C -2.34201 0.36935 3.07770 0.100 -0.059 -0.066
N -2.02314 -0.63702 2.27877 -0.036 -0.198 0.990
C -2.73052 1.60289 2.26336 -0.111 0.305 0.714
O -2.84602 2.70116 2.82546 -0.173 -0.329 0.434
O -2.81672 1.41767 1.01525 -0.177 -0.140 -0.306
H -0.46916 -4.20415 0.91422 0.049 0.289 -0.123
H -0.89559 -2.87761 4.49987 -0.037 -0.104 0.040
H -1.51222 -1.02524 6.03697 -0.052 0.055 0.049
H -2.48791 1.09078 5.09478 0.022 0.030 0.017
C -0.55859 -0.85247 -5.42107 -0.505 0.015 -0.325
N 0.44748 -0.83305 -4.39657 0.210 0.060 0.712
C 1.79309 -1.00500 -4.56350 0.583 -0.028 0.223
C 2.35550 -0.90541 -3.33748 0.072 -0.015 -0.460
N 1.36673 -0.67903 -2.40991 -0.692 0.080 -0.517
B 1.76258 -0.65807 -0.90882 -0.804 -0.396 0.287
N 2.43830 -1.99696 -0.59054 -0.286 -0.334 0.255
C 3.72230 -2.22444 -0.16707 0.569 -0.230 0.178
C 3.87285 -3.55003 0.05884 0.454 0.433 0.149
N 2.66966 -4.14887 -0.21253 -0.055 0.686 -0.242
C 2.34587 -5.54027 -0.07254 -0.137 -0.431 0.090
C 1.80279 -3.18746 -0.60583 -0.330 -0.363 -0.200
S 0.19810 -3.44599 -1.03194 -0.127 -0.233 -0.455
C 0.19518 -0.63538 -3.08186 0.116 0.008 0.002
S -1.42266 -0.36682 -2.58921 -0.287 -0.033 -0.140
H -0.08651 -1.07365 -6.37525 -0.016 0.021 0.039
H -1.06775 0.11185 -5.46359 0.094 -0.037 -0.085
H -1.31266 -1.60686 -5.19184 0.114 -0.019 -0.063
H 2.24158 -1.18039 -5.51981 0.023 -0.019 -0.166
H 3.38186 -0.97544 -3.04200 0.193 -0.049 0.001
H 2.50415 0.23782 -0.69464 0.165 0.324 0.215
H 0.72141 -0.61354 -0.16346 1.799 -0.173 -0.724
H 4.42206 -1.42326 -0.05712 0.192 0.139 0.015
H 4.72097 -4.11272 0.38763 0.200 -0.069 0.074
H 3.21720 -6.14901 -0.30459 0.009 0.042 -0.033
H 1.52750 -5.78161 -0.75256 0.141 0.018 0.060
H 2.03158 -5.75398 0.95149 -0.026 -0.041 -0.036
O -0.57384 2.06474 -0.53120 0.159 0.473 -0.726
C -0.30963 2.30156 0.66940 0.455 1.640 0.600
O 0.00815 1.41645 1.48849 0.246 -0.258 0.267
C -0.52445 3.75619 1.13786 0.607 -0.533 0.059
N -1.95209 4.06964 0.84082 -0.658 -0.470 0.326
C -1.99588 5.45361 0.34375 0.086 0.550 -0.370
C -0.76618 5.48408 -0.55202 0.147 0.033 0.125
C 0.27907 4.78282 0.32104 0.118 0.016 -0.146
H -0.33334 3.82355 2.21137 -0.227 -0.014 -0.168
H -2.54864 3.76588 1.69832 0.333 0.239 -0.598
H -2.23138 3.42741 0.08104 -0.039 0.227 0.285
H -1.88917 6.14049 1.18456 -0.051 -0.081 0.012
H -2.92851 5.65927 -0.17494 -0.084 -0.110 0.087
H -0.46562 6.48879 -0.82971 -0.034 0.088 -0.034
H -0.93893 4.90680 -1.46090 -0.098 0.035 -0.027
H 0.76145 5.50440 0.97862 0.001 -0.076 0.081
H 1.04930 4.29510 -0.27012 0.061 0.011 -0.028